[1]
51
Properties=species:S:1:pos:R:3:forces:R:3:mulliken_charge:R:1 method="wB97M-V/def2-TZVPD" relative_energy_kj_mol=5.5 multiplicity=1 orbital_gap_ha=0.2460 largest_force_ev_per_a=2.116
F -3.60286 -3.47807 1.66842 -0.662 -0.249 -0.287 -0.381
B -2.72762 -3.76332 0.62412 1.493 0.378 0.822 0.447
F -2.58064 -5.12450 0.35211 -0.469 0.049 -0.207 -0.365
F -2.93759 -2.98148 -0.51381 -0.463 -0.115 -0.414 -0.334
C -1.25474 -3.24740 1.22278 0.579 -0.057 -0.166 0.484
C -0.01559 -3.10455 0.51947 -0.227 0.832 -0.278 -0.482
O 0.94049 -2.58733 1.38005 0.663 -0.357 1.977 -0.373
C 0.34267 -2.45070 2.59025 -0.696 -0.731 -1.067 -0.356
C -0.97239 -2.89088 2.56119 0.670 0.459 -0.621 -0.389
H 0.29968 -3.81083 -0.25836 0.240 0.245 0.737 0.494
H 0.88870 -2.08021 3.44400 0.413 0.213 -0.387 0.466
H -1.64450 -2.92222 3.41497 0.100 0.058 -0.390 0.499
C 6.39890 -0.64808 -2.83748 -0.304 -0.224 -0.134 -0.786
O 5.39649 -1.54785 -3.39359 -0.011 0.626 0.489 -0.437
C 4.13308 -1.44069 -2.89918 -0.109 0.253 0.143 0.818
C 3.21352 -2.46961 -3.22575 0.738 0.293 0.114 -0.821
C 1.99311 -2.52140 -2.58504 -0.144 0.329 0.459 -0.493
C 1.58755 -1.49589 -1.67448 1.211 -0.332 -0.108 0.651
C 0.32570 -1.57657 -0.96388 -1.273 -0.440 -1.266 -0.788
C -0.32081 -0.39130 -0.43476 -0.863 0.938 0.191 0.412
C -1.64480 -0.14235 -0.87952 0.124 -0.582 0.435 -0.454
C -2.50623 0.63829 -0.14232 0.199 0.695 0.683 -0.944
C -2.01786 1.23622 1.03735 0.058 0.043 0.386 -0.161
O -2.93494 1.86813 1.87747 0.546 -0.220 0.097 -0.419
C -2.87493 3.25252 1.97948 0.066 -0.080 -0.515 0.733
C -4.11625 3.88351 2.02977 0.359 0.100 -0.373 -0.634
C -4.18995 5.22690 1.70260 0.225 0.397 0.286 -0.302
C -3.02755 5.96080 1.43997 0.293 0.021 -0.064 -0.526
C -1.77662 5.34437 1.56221 -0.309 0.087 0.209 -0.522
C -1.68977 3.98284 1.87600 -0.174 0.316 -0.182 -0.346
C -0.66179 1.15675 1.39598 -0.431 0.223 -0.264 -0.343
C 0.20362 0.44240 0.57547 -0.154 -0.944 0.310 -0.231
C 2.44008 -0.36867 -1.56420 -0.119 -0.454 0.515 -0.428
C 3.71464 -0.35539 -2.10015 0.272 -0.492 -0.343 -0.859
H 7.34776 -0.97375 -3.28585 -0.397 0.145 0.238 0.242
H 6.20842 0.41401 -3.10042 0.014 -0.666 0.023 0.298
H 6.43187 -0.74827 -1.73284 0.012 -0.004 -0.614 0.365
H 3.55148 -3.23191 -3.93484 -0.260 0.206 0.352 0.403
H 1.33537 -3.37294 -2.77962 0.126 0.292 0.123 0.388
H -0.37459 -2.26159 -1.43253 -0.110 0.646 -0.490 0.706
H -2.01859 -0.63829 -1.77407 0.093 -0.138 0.343 0.410
H -3.55691 0.76357 -0.41976 0.455 0.000 0.113 0.427
H -4.99591 3.28738 2.22202 -0.065 -0.046 -0.153 0.431
H -5.16020 5.71379 1.64521 0.149 -0.072 0.045 0.350
H -3.08689 7.01481 1.14522 -0.022 -0.475 0.161 0.351
H -0.85756 5.91901 1.39701 -0.416 -0.235 0.133 0.353
H -0.71636 3.51280 1.99282 -0.371 0.195 -0.276 0.329
H -0.28646 1.60162 2.32995 -0.309 -0.183 -0.656 0.725
H 1.26739 0.43393 0.80949 -0.326 -0.342 0.226 0.457
H 2.13113 0.50875 -1.00026 0.000 -0.334 -0.107 0.602
H 4.39924 0.46363 -1.86267 -0.415 -0.267 -0.244 0.336

---

[2]
19
Properties=species:S:1:pos:R:3:forces:R:3:mulliken_charge:R:1 method="wB97M-V/def2-TZVPD" relative_energy_kj_mol=154.5 multiplicity=1 orbital_gap_ha=0.2106 largest_force_ev_per_a=2.164 total_charge=-1
C 2.00453 1.47048 -1.72890 -1.519 -1.413 0.280 -0.376
O 2.14202 0.72277 -2.84097 0.395 0.965 0.225 -0.861
C 1.97944 0.45588 -0.44440 1.205 -0.086 -0.879 -0.611
C 1.02330 -0.73870 -0.74706 -0.678 1.948 -0.653 -0.770
H 0.94639 1.95933 -1.64352 0.868 0.005 -0.119 0.112
H 2.75520 2.32321 -1.57124 -0.414 -0.771 0.144 0.222
H 1.68660 0.94710 0.47754 -0.229 0.341 0.368 0.275
H 3.04981 0.16767 -0.30940 -0.658 -0.259 -0.109 0.342
H 1.09446 -1.63975 -0.17354 0.431 -0.477 0.818 0.332
H 1.13600 -1.01938 -1.81123 -0.108 0.419 0.419 0.325
H -0.00143 -0.29591 -0.55301 0.739 -0.695 -0.544 -0.004
C -3.28937 -0.26936 0.94925 0.863 0.049 -0.470 -0.897
C -2.27927 -0.31124 1.84414 -0.792 -0.247 -0.655 0.161
N -1.18739 -1.17432 1.80140 0.206 -0.267 -0.139 -0.515
H -3.25362 -0.81809 0.02304 0.409 -0.563 -0.121 0.214
H -4.04739 0.48468 0.83367 -0.198 0.260 1.041 0.251
H -2.37424 0.29459 2.73776 0.391 0.151 -0.004 0.276
H -1.07534 -1.72238 0.92125 0.121 1.057 1.175 0.276
H -0.30969 -0.83656 2.23520 -1.033 -0.418 -0.777 0.247

---

[3]
53
Properties=species:S:1:pos:R:3:forces:R:3:mulliken_charge:R:1 method="wB97M-V/def2-TZVPD" relative_energy_kj_mol=0.0 multiplicity=1 orbital_gap_ha=0.1731 largest_force_ev_per_a=3.601
O -1.00054 4.16642 0.75170 -0.462 1.768 -1.075 -0.740
H -0.51632 5.00704 0.79902 -0.256 -0.471 -0.349 0.201
Ca -0.45119 0.55990 -0.22608 0.718 1.024 1.462 1.635
N -1.12685 -0.08570 -2.42719 0.150 -1.479 -2.686 0.062
N 1.06070 -1.00066 -1.35460 0.482 -2.184 -2.373 0.405
O -2.26698 0.41592 -3.09404 0.511 -0.411 0.649 -0.519
O 2.19214 -1.67092 -0.81281 -0.526 1.010 -0.182 -0.566
C -0.48975 -1.00427 -3.14382 -2.227 2.287 1.323 0.149
C 0.74329 -1.50122 -2.55127 1.425 0.717 3.229 0.079
C -1.03744 -1.54093 -4.42109 0.123 0.059 -0.273 -1.430
C 1.56694 -2.53824 -3.22375 0.042 -0.340 -0.257 -1.442
H -1.87098 -0.90752 -4.73996 0.312 -0.340 -0.080 0.415
H -1.39574 -2.57018 -4.26941 0.068 0.256 -0.020 0.310
H -0.25627 -1.57472 -5.19030 -0.219 0.022 0.092 0.364
H 2.24219 -2.99985 -2.50327 -0.095 0.049 -0.284 0.416
H 2.15356 -2.10222 -4.04105 -0.029 0.037 0.166 0.298
H 0.93120 -3.30150 -3.67886 0.027 0.025 0.075 0.375
H -2.70835 0.99543 -2.44476 0.459 -0.181 0.033 0.347
H 2.56916 -1.04522 -0.15940 -0.583 -0.108 -0.365 0.353
O -1.15444 -1.70148 0.49121 -0.403 -0.899 -0.048 -0.469
H -1.99723 -2.08919 0.79448 0.593 0.328 -0.155 0.218
H -0.56958 -2.44696 0.27296 -0.277 0.307 0.125 0.231
C 1.43752 2.17454 -0.50219 -0.343 -0.747 0.108 -1.347
H 1.28063 3.24662 -0.36668 -0.060 -0.069 0.064 0.262
H 1.47102 1.96264 -1.58520 0.447 0.130 -0.116 0.375
H 2.37927 1.88411 -0.02112 0.272 0.076 -0.272 0.194
O -1.63673 2.38236 -0.95059 -0.721 0.713 -0.746 -0.682
H -1.40993 3.17324 -0.32004 0.193 -0.100 0.012 0.209
H -1.58667 2.77899 -1.83757 0.193 -0.167 0.514 0.276
C 2.27667 0.63924 3.43382 0.268 -0.032 -0.059 -1.537
P 1.05171 -0.39133 2.53454 -0.005 0.299 0.110 1.062
C 1.94873 -1.98916 2.60662 0.179 -0.207 0.176 -1.343
C -0.15865 -0.70421 3.90933 -0.198 -0.058 0.047 -1.073
C -1.46960 0.10285 3.82808 -0.915 -0.237 0.061 -0.840
P -1.60367 1.25367 2.37930 0.708 0.429 -0.261 0.649
C -3.26199 1.97872 2.61226 -0.220 -0.159 0.194 -1.440
C -0.53284 2.63221 2.66996 0.015 -0.403 0.826 -1.087
H 3.20811 0.63715 2.85220 -0.113 0.118 0.201 0.367
H 1.91682 1.66926 3.53374 0.118 -0.339 -0.014 0.401
H 2.46291 0.21177 4.43140 0.045 0.139 -0.271 0.444
H 2.25618 -2.19889 3.64163 0.004 -0.117 -0.265 0.399
H 1.30148 -2.80151 2.24725 0.216 0.158 0.077 0.317
H 2.84305 -1.93886 1.97000 -0.174 -0.126 0.204 0.377
H -0.40087 -1.77866 3.87906 0.149 0.277 0.029 0.427
H 0.35574 -0.51283 4.86544 -0.135 -0.147 -0.318 0.410
H -2.32372 -0.60062 3.74187 0.287 0.269 0.214 0.313
H -1.63551 0.70812 4.73153 0.084 -0.198 -0.135 0.413
H -3.32613 2.40770 3.62357 -0.204 0.000 -0.283 0.377
H -3.39984 2.76407 1.85469 0.083 -0.207 0.310 0.308
H -4.03485 1.20745 2.46997 0.116 0.282 0.162 0.347
H -0.83904 3.64409 1.68085 0.073 -0.807 0.278 0.242
H -0.68018 3.10385 3.64911 0.180 -0.192 0.118 0.369
H 0.51960 2.49647 2.39907 -0.377 -0.052 0.028 0.121

---

[4]
12
Properties=species:S:1:pos:R:3:forces:R:3:mulliken_charge:R:1 method="wB97M-V/def2-TZVPD" relative_energy_kj_mol=378.9 smiles=C#CCC#CC multiplicity=1 orbital_gap_ha=0.3856 largest_force_ev_per_a=0.835
C -2.61148 0.63461 0.10927 -0.011 0.009 -0.001 -1.247
C -1.29010 0.10409 -0.25600 0.526 -0.244 -0.100 0.659
C -0.20119 -0.33914 -0.52971 -0.453 0.145 0.145 -0.069
C 1.13474 -0.86988 -0.86297 0.039 -0.132 0.078 -0.607
C 2.25003 -0.00546 -0.45970 0.432 0.257 0.409 -0.392
C 3.16836 0.43572 0.17880 -0.363 -0.327 -0.148 -0.113
H -2.58923 1.08984 1.10540 0.062 -0.091 -0.162 0.285
H -2.94821 1.40059 -0.59766 0.132 -0.142 0.072 0.290
H -3.36714 -0.15844 0.12403 0.181 0.086 -0.025 0.289
H 1.16775 -1.22039 -1.89993 0.105 0.355 0.058 0.301
H 1.41441 -1.73857 -0.25665 -0.774 -0.300 -0.086 0.213
H 3.94521 0.64240 0.87489 0.123 0.384 -0.241 0.393